[1]
{"formula": "C9H14LiN6O7", "method": "ωB97M-V/def2-TZVPD", "symbols": ["O", "O", "O", "O", "O", "O", "O", "N", "N", "N", "N", "N", "N", "C", "C", "C", "C", "C", "C", "C", "C", "C", "Li", "H", "H", "H", "H", "H", "H", "H", "H", "H", "H", "H", "H", "H", "H"], "positions_angstrom": [[-22.622580, 13.689190, -24.421490], [-26.202260, 16.189260, -22.714620], [-29.336060, 11.612750, -23.985600], [-28.005220, 12.437990, -26.229990], [-33.130450, 10.581840, -26.358130], [-31.579760, 11.206190, -28.820890], [-25.304210, 8.754210, -22.963510], [-21.349580, 13.502140, -26.262400], [-26.903930, 7.500290, -22.046010], [-26.536080, 17.596000, -24.470750], [-25.133080, 6.585680, -22.839760], [-22.230240, 15.403960, -25.761980], [-25.259940, 18.171110, -23.014980], [-31.902270, 11.028880, -26.339140], [-25.784350, 7.659700, -22.730010], [-22.085470, 14.174170, -25.382000], [-31.295730, 11.067510, -25.183070], [-26.046310, 17.236030, -23.268840], [-29.115190, 11.905970, -26.386440], [-31.096270, 11.316420, -27.612380], [-29.965590, 11.520310, -25.045480], [-29.770850, 11.744040, -27.654240], [-25.987390, 12.475960, -23.437390], [-31.712000, 10.854280, -24.209600], [-21.666730, 15.941520, -26.405080], [-29.152540, 11.991580, -28.504420], [-24.572020, 18.203510, -22.276180], [-21.000470, 13.866860, -27.137170], [-25.969150, 18.209740, -25.038210], [-27.267990, 17.044470, -24.895270], [-25.463550, 19.035330, -23.496410], [-21.506410, 12.508420, -26.172780], [-24.320120, 6.405930, -23.411500], [-25.604130, 5.752790, -22.516500], [-27.392940, 6.616620, -22.035910], [-27.363490, 8.399680, -22.041820], [-23.116760, 15.816560, -25.509110]], "forces_ev_per_angstrom": [[-0.93, -0.91, 1.27], [-0.59, -1.83, 1.45], [0.43, 0.05, 1.06], [1.29, 0.05, 0.52], [2.30, 1.29, -1.17], [-0.64, -0.28, 3.08], [-0.01, 1.45, -0.89], [1.60, -2.89, -0.62], [-2.44, 0.95, 0.87], [-2.88, -0.72, -2.81], [3.20, -6.87, -1.19], [-1.63, 5.48, -0.22], [5.86, 6.51, 3.70], [-5.28, -2.38, -3.04], [0.28, 3.99, 1.04], [0.33, -1.29, -0.71], [4.13, 1.31, 4.48], [-2.09, -3.42, -2.75], [-1.86, 0.27, -0.46], [-0.90, 0.10, -5.66], [1.09, 0.03, -1.82], [1.82, 0.09, 4.33], [-0.88, -0.15, -0.72], [-0.73, -0.26, -0.18], [-0.13, -0.67, 0.01], [-0.59, -0.12, -0.45], [-0.42, -0.28, 0.03], [-0.47, -0.09, 0.32], [-0.61, -0.51, -0.16], [0.25, 0.05, -0.13], [0.53, -0.02, 0.66], [0.62, 0.00, -0.28], [-0.25, 0.69, 0.12], [0.41, -0.06, -0.22], [-0.29, 0.59, -0.09], [-0.95, -0.47, 0.33], [0.39, 0.29, 0.29]], "mulliken_charge": [-0.648, -0.622, -0.742, -0.739, -0.799, -0.777, -0.670, -0.440, -0.444, -0.502, -0.337, -0.362, -0.376, 0.196, 0.603, 0.644, -0.550, 0.724, 0.531, 0.598, 0.436, -0.802, 0.900, 0.360, 0.185, 0.375, 0.195, 0.186, 0.176, 0.222, 0.201, 0.236, 0.218, 0.156, 0.210, 0.267, 0.192], "multiplicity": 1, "charge": -1, "gap_ev": 3.35, "e_tot_ev": -33036.7958}



[2]
{"formula": "C9H14N2", "method": "ωB97M-V/def2-TZVPD", "symbols": ["N", "N", "C", "C", "C", "C", "C", "C", "C", "C", "C", "H", "H", "H", "H", "H", "H", "H", "H", "H", "H", "H", "H", "H", "H"], "positions_angstrom": [[-0.177312, -1.703981, -0.523683], [-1.126625, 1.397258, -0.721349], [1.080527, 0.485412, -0.083167], [-0.063376, -0.497754, 0.253462], [-1.322322, 0.347394, -0.044913], [-2.685935, -0.075384, 0.326783], [2.113687, -0.136114, -0.965667], [-0.965688, -2.652011, -0.307756], [0.264725, 1.521943, -0.925641], [-3.782808, 0.336454, -0.258950], [1.665739, 1.214767, 1.145214], [1.739087, -0.665679, -1.803874], [-2.628089, -0.753298, 1.182512], [2.728299, 0.579457, -1.388125], [-4.681494, -0.041400, 0.057421], [0.529348, 2.553705, -0.848514], [-1.401120, -2.941667, 0.598747], [2.568064, 1.828206, 1.007725], [2.583121, -0.963404, -0.487938], [-3.799344, 0.946378, -1.245730], [-1.036214, -3.307144, -1.121031], [-0.074161, -0.633200, 1.335017], [2.155588, 0.459475, 1.819818], [0.250477, 0.967329, -1.877807], [0.978712, 1.779017, 1.785379]], "forces_ev_per_angstrom": [[0.30, 1.49, -0.96], [-1.10, 0.01, 1.82], [-1.13, 1.48, -0.20], [-0.89, 0.45, 1.69], [-0.67, -0.02, -0.56], [1.89, -0.40, 0.67], [-0.68, -1.17, 0.60], [1.49, 0.43, -0.30], [0.50, -1.90, -1.47], [0.89, 1.26, -2.92], [1.34, -1.65, 1.38], [-1.23, -0.18, -0.91], [-0.80, 0.10, -0.11], [1.85, 1.42, -0.36], [-2.23, -0.61, 0.78], [0.78, 0.51, -0.56], [-1.12, 0.07, 1.59], [-0.57, 0.26, -0.90], [1.21, -0.23, 0.86], [0.31, -0.92, 2.07], [-0.35, -1.40, -0.97], [0.10, -0.63, 0.41], [-0.77, 0.20, -0.28], [1.10, 1.56, -0.91], [-0.23, -0.14, -0.46]], "mulliken_charge": [-0.408, -0.607, 1.669, 0.140, 0.568, -0.364, -2.202, -0.421, -1.152, -0.884, -1.674, 0.466, 0.304, 0.500, 0.368, 0.416, 0.296, 0.392, 0.460, 0.234, 0.280, 0.418, 0.382, 0.460, 0.359], "multiplicity": 1, "smiles": "C=CC1=NCC(C)(C)[C@@H]1N=C", "gap_ev": 9.92, "e_tot_ev": -12537.1065}



[3]
{"formula": "C9H14N2O9P2Pd", "method": "ωB97M-V/def2-TZVPD", "symbols": ["Pd", "P", "P", "O", "O", "O", "O", "O", "O", "O", "O", "O", "N", "N", "C", "C", "C", "C", "C", "C", "C", "C", "C", "H", "H", "H", "H", "H", "H", "H", "H", "H", "H", "H", "H", "H", "H"], "positions_angstrom": [[0.017570, 0.095799, 0.911628], [2.459174, 1.420820, 1.150909], [1.105946, 2.139715, 3.602950], [2.547843, 2.738553, 3.972418], [1.319494, -1.577198, -1.423402], [1.035514, 0.668591, 3.951279], [3.704541, 2.189428, 1.481954], [2.491133, -0.014234, 1.883891], [1.220496, 2.159185, 1.945079], [0.033382, 3.065252, 4.029017], [-1.457570, -1.655236, 0.472742], [2.056681, 1.221108, -0.285747], [-2.132457, -0.762565, 2.519165], [-1.534241, 1.503107, -0.218887], [-2.254946, -0.779132, -4.470686], [-1.627883, 1.024194, -1.265182], [-0.222820, -2.314663, 2.453615], [-1.163712, -1.409310, 1.691503], [-0.157983, 0.452642, -3.110321], [-2.482603, -0.200640, -3.231423], [-0.985103, -0.736848, -5.032120], [-1.435239, 0.422095, -2.564640], [0.059542, -0.126901, -4.351057], [-1.649941, -0.253154, 3.257550], [0.651910, 0.890989, -2.540784], [-2.632528, -0.087026, 1.946723], [0.646940, -2.531995, 1.833651], [-3.068365, -1.274235, -4.986458], [-0.806839, -1.198810, -5.995537], [0.440175, -1.594848, -1.012468], [3.164701, 2.638362, 3.211250], [1.659666, -0.708284, -1.129644], [-0.744515, -3.248687, 2.684961], [-3.457768, -0.243569, -2.765754], [0.110079, -1.845065, 3.380898], [2.032088, 0.053297, 2.770413], [1.057639, -0.120736, -4.767487]], "forces_ev_per_angstrom": [[-0.24, -0.52, -0.09], [0.44, 0.40, 0.06], [-0.34, 0.05, -0.45], [0.27, 0.11, 0.21], [-0.01, 0.27, -0.09], [0.03, 0.06, 0.18], [-0.13, -0.04, -0.03], [-0.02, -0.20, -0.16], [0.08, -0.10, -0.06], [0.04, -0.15, 0.09], [0.07, -0.02, 0.37], [-0.14, -0.09, 0.19], [0.15, 0.14, -0.07], [-0.63, 0.25, -0.05], [-0.06, 0.04, 0.12], [0.53, -0.06, -0.33], [0.16, 0.01, 0.06], [-0.15, 0.20, -0.48], [0.20, -0.01, -0.16], [-0.08, -0.09, -0.17], [0.04, 0.01, -0.02], [-0.24, 0.16, 0.52], [-0.07, 0.04, 0.05], [-0.05, -0.02, 0.01], [0.00, 0.06, 0.01], [0.02, -0.07, 0.05], [-0.02, -0.02, 0.01], [0.01, -0.01, -0.03], [0.01, -0.01, -0.01], [0.03, -0.15, 0.13], [0.03, -0.04, -0.07], [0.10, -0.17, 0.15], [-0.01, -0.02, 0.02], [-0.01, 0.00, -0.01], [0.00, 0.00, -0.04], [-0.04, 0.03, 0.10], [0.01, -0.02, -0.01]], "mulliken_charge": [0.170, 0.495, 0.787, -0.560, -0.756, -0.705, -0.987, -0.458, -0.232, -0.774, -0.661, -0.453, -0.731, -0.607, -0.445, 0.037, -1.115, 0.663, -0.239, -0.519, -0.337, 0.685, -0.575, 0.340, 0.583, 0.328, 0.247, 0.349, 0.351, 0.345, 0.445, 0.380, 0.384, 0.415, 0.310, 0.459, 0.379], "multiplicity": 1, "charge": -2, "gap_ev": 5.78, "e_tot_ev": -53034.3670}



[4]
{"formula": "C9H14N2OS2", "method": "ωB97M-V/def2-TZVPD", "symbols": ["S", "S", "O", "N", "N", "C", "C", "C", "C", "C", "C", "C", "C", "C", "H", "H", "H", "H", "H", "H", "H", "H", "H", "H", "H", "H", "H", "H"], "positions_angstrom": [[2.777946, -2.208038, 2.118664], [0.125916, 0.862370, -1.431548], [-2.767576, -1.952743, 0.336770], [0.423619, -1.357815, 2.120567], [1.704243, -0.389661, 0.434239], [-0.086899, 2.208962, -2.515663], [0.655151, 3.398082, -1.986734], [-0.752585, -1.097678, 1.347243], [-1.385954, -2.421943, 0.721747], [1.370852, 3.126645, -0.894446], [1.689541, 1.150233, 0.791015], [1.667743, -1.207185, 1.616433], [-2.720462, -1.572302, -1.073326], [1.226897, 1.844245, -0.485168], [-0.597750, -0.377241, 0.630835], [-3.688666, -1.322923, -1.481077], [0.267134, -1.855136, 3.085557], [0.958562, 1.113904, 1.472435], [-0.895513, -2.781357, -0.170954], [-2.209370, -0.581577, -1.204836], [-1.314202, -0.390944, 2.256721], [-1.516501, -3.159374, 1.345835], [0.824476, 4.231594, -2.727557], [2.710582, -0.537033, 0.020524], [2.554010, 1.559288, 1.208076], [2.141008, 3.850960, -0.400733], [-0.959413, 2.350147, -3.360112], [-2.202790, -2.483482, -1.774507]], "forces_ev_per_angstrom": [[3.26, -1.32, 0.96], [0.67, 2.47, -0.92], [1.57, -0.77, -1.89], [-0.07, -0.34, 1.92], [4.21, 1.26, 0.54], [-0.89, 3.44, 0.10], [-3.14, -1.67, -6.41], [-2.02, -0.18, 4.43], [-1.85, 6.78, -2.45], [3.38, 0.70, 3.13], [-0.10, -2.34, -4.24], [-2.41, -0.03, -1.49], [1.54, -1.19, -0.61], [-0.38, -2.06, 1.70], [0.48, 1.19, -1.71], [-0.68, -0.65, 0.33], [0.91, 1.21, -2.93], [-2.85, 0.74, 2.79], [0.55, 0.20, -0.13], [0.31, -1.12, 0.13], [-0.12, -2.57, -2.94], [-0.57, -3.79, 3.71], [-0.54, -0.62, 1.37], [-2.57, 0.00, 0.87], [1.71, 0.29, 0.52], [-1.68, -1.42, -0.89], [2.67, -0.86, 2.24], [-1.38, 2.65, 1.87]], "mulliken_charge": [-0.405, 0.087, -0.384, -0.079, -0.336, -0.448, -0.273, 0.374, -0.581, -0.734, -0.806, -0.099, -0.340, 0.810, -0.502, 0.327, 0.319, 0.341, 0.327, -0.030, 0.198, 0.409, 0.298, 0.280, 0.525, 0.261, 0.251, 0.209], "multiplicity": 1, "smiles": "COCCNC(=S)NCc1cccs1", "gap_ev": 8.83, "e_tot_ev": -36253.1475}



[5]
{"formula": "C9H14N2S", "method": "ωB97M-V/def2-TZVPD", "symbols": ["S", "N", "N", "C", "C", "C", "C", "C", "C", "C", "C", "C", "H", "H", "H", "H", "H", "H", "H", "H", "H", "H", "H", "H", "H", "H"], "positions_angstrom": [[-1.214316, 2.549811, 1.505107], [-0.230716, -0.664117, -0.740643], [2.841990, -0.936954, -0.917492], [-0.713046, 0.712104, -0.650486], [-2.599733, 2.257601, 2.670858], [2.201609, -0.609638, 0.215769], [2.034130, -0.290574, -1.999551], [-2.213504, 0.157652, 1.545781], [-3.084102, 0.986964, 2.520057], [0.531274, -0.882427, -1.976554], [-1.311394, 0.959180, 0.816047], [0.752168, -1.150587, 0.268853], [0.876883, -2.292959, 0.081306], [-1.287481, 1.159560, -1.567121], [2.025928, 0.862853, -1.826060], [-3.843458, 0.390359, 3.062383], [-0.040777, -0.742164, -3.024386], [2.230126, -0.506545, -3.155740], [0.291149, -1.128994, 1.381808], [2.862809, -0.921988, 1.121428], [-2.891409, 2.974908, 3.383906], [-2.504189, -0.797438, 0.997625], [2.107479, 0.497927, 0.193182], [0.172702, 1.456614, -0.728682], [2.438467, -2.020857, -1.117995], [0.567410, -2.020290, -2.059401]], "forces_ev_per_angstrom": [[-1.54, -0.32, 1.03], [0.81, 0.06, -1.04], [-0.31, -4.50, -6.37], [1.70, 2.17, 1.62], [1.19, -1.90, -2.05], [-1.60, 1.89, 4.96], [-1.96, 0.56, -2.28], [-1.01, 1.93, -2.10], [2.60, -2.20, -1.26], [-0.55, -1.17, -2.32], [-1.78, -0.52, -0.20], [-1.25, -1.82, 3.24], [-0.45, 1.67, 0.15], [0.12, -1.73, 1.85], [0.10, -2.03, -0.47], [0.38, 1.14, -0.12], [0.91, 0.74, 2.49], [0.82, 0.41, 2.67], [1.01, 0.37, -2.60], [-1.55, 0.49, -1.13], [-0.17, 0.85, 0.50], [0.22, 1.08, 1.41], [0.29, -0.31, 0.75], [-0.84, -0.91, 0.40], [2.23, 2.93, 0.64], [0.66, 1.14, 0.21]], "mulliken_charge": [-0.174, 0.069, -0.413, -0.464, -0.464, -0.541, -0.374, -0.408, -0.480, -0.960, 0.341, -0.867, 0.427, 0.352, 0.293, 0.342, 0.381, 0.237, 0.311, 0.315, 0.455, 0.327, 0.332, 0.204, 0.322, 0.437], "multiplicity": 1, "smiles": "c1csc(CN2CCNCC2)c1", "gap_ev": 9.11, "e_tot_ev": -23370.9730}



[6]
{"formula": "C9H14N3", "method": "ωB97M-V/def2-TZVPD", "symbols": ["N", "N", "N", "C", "C", "C", "C", "C", "C", "C", "C", "C", "H", "H", "H", "H", "H", "H", "H", "H", "H", "H", "H", "H", "H", "H"], "positions_angstrom": [[-0.546340, 0.087823, 0.369354], [3.492203, 1.170158, 0.259403], [2.436476, 0.698626, 0.810751], [2.748872, -0.525030, -0.976763], [0.659240, -0.885810, 0.551406], [-2.785528, 0.700455, 0.417124], [-1.836285, -0.261861, 1.034620], [3.791729, 0.447089, -0.762052], [-0.870800, 0.382148, -1.102141], [0.377087, -2.167180, 0.807128], [-2.255652, 1.156761, -0.911276], [1.928761, -0.415744, 0.153235], [1.036323, -3.041666, 0.815737], [-2.044289, 2.207516, -0.966200], [1.956310, 1.124637, 1.713594], [2.663756, -1.162844, -1.795069], [-0.612410, -2.506612, 0.931799], [-2.089627, -1.323089, 0.815377], [0.008984, 0.661314, -1.606785], [-2.800068, 1.560878, 1.051663], [4.541078, 0.769833, -1.525544], [-1.851735, -0.131251, 2.105104], [-3.650967, 0.128179, 0.025015], [-2.845513, 0.872363, -1.727355], [-1.209763, -0.579756, -1.367675], [-0.241848, 1.033065, 0.879560]], "forces_ev_per_angstrom": [[2.82, 1.82, 2.29], [1.86, 2.48, 1.39], [-3.23, -0.56, 2.91], [0.52, 0.72, 2.14], [-2.36, -2.21, -0.28], [-0.90, -0.75, -1.57], [-0.03, -1.50, -0.54], [-0.98, -0.87, -2.95], [-2.61, -0.31, 2.94], [0.30, 0.19, -0.33], [3.89, 0.44, -0.87], [1.88, 2.61, -1.21], [0.51, 0.99, 0.07], [-0.25, 0.62, 0.01], [2.08, -1.06, -2.54], [-0.19, -1.10, -0.98], [-1.12, -0.08, 0.26], [0.27, 0.87, 0.02], [0.71, 0.89, -0.72], [-1.43, 0.34, 0.46], [-0.50, -0.51, 1.21], [0.71, -0.14, 0.32], [-0.50, 0.92, 1.82], [-1.01, -0.14, -1.13], [0.17, -1.36, -1.06], [-0.61, -2.29, -1.65]], "mulliken_charge": [-0.009, -0.912, 0.427, -0.458, 0.795, -0.340, -0.700, -0.329, -0.532, -1.107, -0.838, -0.125, 0.340, 0.309, 0.333, 0.459, 0.252, 0.316, 0.488, 0.337, 0.380, 0.357, 0.282, 0.455, 0.351, 0.471], "multiplicity": 1, "smiles": "C=C(c1ccn[nH]1)[NH+]1CCCC1", "charge": 1, "gap_ev": 9.71, "e_tot_ev": -14020.8026}



What did we get for F_max? Answer: 9.5, 3.3, 0.7, 7.4, 7.8, 4.4 eV/Å, in the order shown.
What did we get for E_HOMO? Answer: -0.078, -0.332, -0.045, -0.304, -0.306, -0.481 Ha, in the order shown.